i) Here is an isolated molecule of C9H10N2O2 from the Open Molecules 2025 dataset. Energies are from the ωB97M-V functional and the def2-TZVPD basis.

Frontier orbital gap = 0.3349 Ha
SMILES string = CO[C@H](c1ncc[nH]1)c1ccco1
E_HOMO = -8.3 eV

```
! wB97M-V def2-TZVPD RIJCOSX def2/J DEFGRID3
* xyz 0 1
C 2.9909 -0.7047 0.1578
C 1.8893 0.1227 0.0430
C -2.5728 -0.1534 2.4249
C -1.9886 1.0946 2.4033
C 2.5576 -1.9512 -0.1452
C 0.8433 -0.7036 -0.2538
C -1.3431 -0.0682 0.7114
C -0.2424 1.0062 -2.6745
C -0.5071 -0.3671 -0.6670
N -2.1382 -0.8570 1.3300
N -1.2633 1.1554 1.2572
O 1.2598 -1.9460 -0.3338
O -0.6823 0.8190 -1.3600
H 3.9810 -0.5056 0.3732
H 1.9036 1.1337 0.1580
H -3.2194 -0.7318 3.0388
H -2.2003 1.7547 3.1858
H 3.0744 -2.7940 -0.1643
H -0.7030 1.7826 -3.1050
H -0.5152 0.1221 -3.1192
H 0.9281 1.0757 -2.7288
H -1.2025 -1.1466 -1.1776
H -0.8498 1.8624 0.6458
*
```


ii) Here is a structure of composition C9H10N2O2 from the Open Molecules 2025 dataset. Energies are from the ωB97M-V functional and the def2-TZVPD basis.

Frontier orbital gap = 0.2848 Ha
E_HOMO = -7.7 eV

```
! wB97M-V def2-TZVPD RIJCOSX def2/J DEFGRID3
* xyz 0 1
C 1.5356 1.0637 2.1341
C 1.1733 2.3655 1.8662
C 1.0731 0.2470 1.1047
C 0.3992 1.1220 0.2059
C 1.2628 -1.1785 0.7218
C 0.1659 -1.7708 0.2089
C -0.4733 0.7053 -0.8719
C -1.0882 -1.0813 -0.2360
C -1.8276 -1.8872 -1.2831
N 0.4498 2.3536 0.6949
N -2.1081 -0.6183 0.7302
O -3.2317 -0.4567 0.2816
O -1.7393 -0.3485 1.8687
H 2.2001 0.8657 3.0433
H 1.1196 3.3066 2.4829
H 2.0494 -1.8159 1.1054
H 0.3863 -2.7873 -0.0843
H -1.4779 1.1930 -0.9421
H -0.1216 0.3716 -1.9425
H -2.3912 -2.7204 -0.8944
H -1.1303 -2.4058 -2.0126
H -2.4969 -1.2326 -1.7107
H 0.0520 3.1043 0.2163
*
```


The structure with the most favorable energy is i); the runner-up is 0.0855 hartree above it.


i) Here is an isolated molecule of C4H4O2S2 from the Open Molecules 2025 dataset. Energies are from the ωB97M-V functional and the def2-TZVPD basis.

Frontier orbital gap = 0.2851 Ha
SMILES string = C=CSC(=S)C(=O)O
E_HOMO = -8.9 eV

```
! wB97M-V def2-TZVPD RIJCOSX def2/J DEFGRID3
* xyz 0 1
C -2.1152 -0.4976 0.0017
C -0.8304 0.3124 0.0373
C 1.7341 0.2374 0.2583
C 2.9609 -0.0632 -0.1770
H -3.9352 -0.5564 -0.0354
H 1.3782 1.1555 0.7905
H 3.0142 -0.9604 -0.7992
H 3.6514 0.7030 -0.0482
O -3.2294 0.1986 -0.1362
O -2.0930 -1.6788 0.1123
S -0.9627 1.9642 -0.0104
S 0.4270 -0.8147 0.0062
*
```


ii) Here is a structure of composition C4H4O2S2 from the Open Molecules 2025 dataset. Energies are from the ωB97M-V functional and the def2-TZVPD basis.

Frontier orbital gap = 0.3170 Ha
E_HOMO = -9.0 eV

```
! wB97M-V def2-TZVPD RIJCOSX def2/J DEFGRID3
* xyz 0 1
C 1.4092 0.1542 -0.3436
C 0.2114 1.0035 -0.6573
C -0.1659 1.9465 0.5084
C -1.0567 0.3957 -0.2208
H 2.6107 -1.2356 0.8631
H 0.2697 1.3633 -1.7133
H 0.5146 2.2369 1.3496
H -0.5852 2.9314 0.0678
O 2.4427 0.4000 -0.8107
O -1.3238 1.0059 0.9565
S 1.0981 -1.3451 0.6375
S -1.9824 -1.0013 -0.4783
*
```


iii) Here is an isolated molecule of C4H4O2S2 from the Open Molecules 2025 dataset. Energies are from the ωB97M-V functional and the def2-TZVPD basis.

Frontier orbital gap = 0.2519 Ha
SMILES string = O=C(CO)C(=S)C=S
E_HOMO = -9.3 eV

```
! wB97M-V def2-TZVPD RIJCOSX def2/J DEFGRID3
* xyz 0 1
C -0.1074 1.4902 -0.2162
C -0.5003 0.4634 0.7970
C -0.6945 -0.9643 0.2232
C 0.5820 -1.7657 0.1823
H 1.2139 0.4503 -1.2411
H -1.0441 2.0821 -0.5220
H 0.6233 2.1851 0.2280
H 0.4102 -2.8175 -0.0026
O 0.3695 0.9373 -1.4072
O -0.8358 0.6080 1.9555
S -2.1449 -1.4800 -0.2877
S 2.1280 -1.1888 0.2908
*
```


iv) Here is an isolated molecule of C4H4O2S2 from the Open Molecules 2025 dataset. Energies are from the ωB97M-V functional and the def2-TZVPD basis.

Frontier orbital gap = 0.3559 Ha
SMILES string = O=C[C@]1(S)CSC1=O
E_HOMO = -9.7 eV

```
! wB97M-V def2-TZVPD RIJCOSX def2/J DEFGRID3
* xyz 0 1
C 0.1964 -0.0993 -0.0936
C -0.6931 0.4775 -1.1988
C -0.9491 -0.7799 0.6639
C 0.8433 0.9831 0.7775
H 1.3195 -2.0743 0.4691
H -0.6362 1.5967 -1.2684
H -0.5592 0.0562 -2.1755
H 1.4182 0.5809 1.6526
O -0.9477 -1.5069 1.6047
O 0.7588 2.1563 0.5673
S 1.4814 -1.2752 -0.6254
S -2.2324 -0.1151 -0.3733
*
```


The structure with the most favorable energy is iv); the runner-up is 0.0255 hartree above it.


i) Here is a structure of composition CH9N4 from the Open Molecules 2025 dataset. Energies are from the ωB97M-V functional and the def2-TZVPD basis.

Frontier orbital gap = 0.4138 Ha
E_HOMO = -14.3 eV

```
! wB97M-V def2-TZVPD RIJCOSX def2/J DEFGRID3
* xyz 1 1
N 1.1805 -1.5481 1.5946
H 0.7395 -2.4404 1.3903
H 1.1587 -1.4217 2.6036
H 2.1555 -1.6194 1.3145
H 0.6437 -0.5372 0.9887
N -0.3289 1.6729 -1.6100
C -0.5417 0.7180 -0.6699
N -1.6842 0.0105 -0.7887
N 0.2780 0.4960 0.3174
H 0.3168 2.4047 -1.3535
H -1.1406 2.0100 -2.1027
H -2.0987 -0.0299 -1.7074
H -1.7234 -0.8718 -0.3030
H 1.0449 1.1563 0.3261
*
```


ii) Here is a cluster of 2 separate species, CH9N4 in total from the Open Molecules 2025 dataset. Energies are from the ωB97M-V functional and the def2-TZVPD basis.

Frontier orbital gap = 0.3936 Ha
E_HOMO = -13.9 eV

```
! wB97M-V def2-TZVPD RIJCOSX def2/J DEFGRID3
* xyz 1 1
N -0.9159 1.3637 1.6379
H -0.8094 0.4534 0.9603
H -0.8035 1.0408 2.5937
H -0.1729 2.0404 1.4779
H -1.8166 1.8082 1.5330
N 1.1532 -1.7196 -1.0820
C 0.3694 -0.6760 -0.6335
N 0.7002 0.5717 -1.0654
N -0.5771 -0.8413 0.2457
H 0.6544 -2.5901 -1.1174
H 1.6173 -1.5275 -1.9630
H 1.3312 0.6632 -1.8480
H -0.0554 1.2364 -1.1523
H -0.6750 -1.8233 0.4129
*
```


The structure with the most favorable energy is i); the runner-up is 0.0103 hartree above it.


i) Here is a cluster of 2 separate species, C9H16N2O2 in total from the Open Molecules 2025 dataset. Energies are from the ωB97M-V functional and the def2-TZVPD basis.

Frontier orbital gap = 0.3570 Ha
SMILES string = O=c1cc[nH]c(=O)[nH]1.CCCCC
E_HOMO = -9.4 eV

```
! wB97M-V def2-TZVPD RIJCOSX def2/J DEFGRID3
* xyz 0 1
C -1.8099 0.6842 0.6281
C -3.1240 0.6697 -0.0226
C -3.5890 -0.5451 -0.3240
C -1.4786 -1.7256 0.0769
C 3.4450 -1.2449 0.3255
C 1.9473 -0.9776 0.3398
C 1.7710 0.3950 -0.4814
C 0.4460 1.0592 -0.3929
C 0.2554 2.6648 -0.4817
H -0.0710 -0.7163 1.0521
H -3.6686 1.7055 -0.1923
H -4.6179 -0.8129 -0.5325
H -3.1717 -2.6460 -0.6762
H 3.7230 -1.1920 -0.7919
H 4.0343 -0.6215 0.8643
H 3.6503 -2.3896 0.6978
H 1.9074 -0.7807 1.6304
H 1.4183 -1.9898 0.0444
H 2.5772 0.8436 0.1888
H 2.2074 0.3345 -1.5293
H -0.0836 0.9275 0.6031
H -0.2392 0.6661 -1.1930
H 1.0143 3.0782 -1.2312
H -0.7796 2.8325 -1.1158
H 0.3259 3.1017 0.7163
N -0.9927 -0.5273 0.7572
N -2.9212 -1.7602 -0.0636
O -1.4347 1.7001 1.2495
O -0.7410 -2.7333 -0.1457
*
```


ii) Here is a cluster of 2 separate species, C9H16N2O2 in total from the Open Molecules 2025 dataset. Energies are from the ωB97M-V functional and the def2-TZVPD basis.

Frontier orbital gap = 0.3146 Ha
SMILES string = O=c1cc[nH]c(=O)[nH]1.CCCCC
E_HOMO = -8.6 eV

```
! wB97M-V def2-TZVPD RIJCOSX def2/J DEFGRID3
* xyz 0 1
C 0.9186 2.6732 0.2914
C 1.3753 1.1881 0.5230
C 2.3565 0.5696 -0.4499
C 2.7498 -0.8058 0.1460
C 3.3718 -1.6119 -0.9361
C -1.8105 0.7798 -0.7281
C -1.2288 1.1290 0.5623
C -0.7503 0.2554 1.5780
C -1.6052 -1.5198 0.1089
H 1.8806 3.1887 0.0373
H 0.1032 2.8745 -0.5759
H 0.5071 3.0871 1.2718
H 0.6497 0.5389 0.6158
H 1.7580 1.0667 1.6175
H 1.7464 0.1849 -1.2505
H 3.1344 1.3440 -0.5885
H 1.7115 -1.2416 0.3758
H 3.4076 -0.6806 1.0690
H 4.2438 -1.0325 -1.5928
H 3.8703 -2.3649 -0.2097
H 2.7795 -2.2173 -1.8179
H -2.5486 -0.9883 -1.6057
H -1.0818 2.1972 0.4759
H -0.0040 0.5752 2.3504
H -1.0268 -1.9466 2.0160
N -2.1682 -0.6318 -0.7101
N -1.1753 -1.0362 1.3805
O -2.1820 1.6218 -1.5901
O -1.5668 -2.7286 -0.0917
*
```


The structure with the most favorable energy is ii); the runner-up is 0.0406 hartree above it.


i) Here is a cluster of 2 separate species, H4S2 in total from the Open Molecules 2025 dataset. Energies are from the ωB97M-V functional and the def2-TZVPD basis.

Frontier orbital gap = 0.3881 Ha
SMILES string = S.S
E_HOMO = -9.9 eV

```
! wB97M-V def2-TZVPD RIJCOSX def2/J DEFGRID3
* xyz 0 1
H -2.1005 0.8162 0.8706
H -1.4965 -0.9252 0.2411
H 1.3176 -0.6677 -0.3821
H 2.3254 0.9576 -0.7457
S -2.4948 -0.0774 -0.0479
S 2.4488 -0.1035 0.0640
*
```


ii) Here is an isolated molecule of H4S2 from the Open Molecules 2025 dataset. Energies are from the ωB97M-V functional and the def2-TZVPD basis.

Frontier orbital gap = 0.3561 Ha
E_HOMO = -8.9 eV

```
! wB97M-V def2-TZVPD RIJCOSX def2/J DEFGRID3
* xyz 0 1
H 0.0897 -0.4551 1.0065
H -0.4071 0.8924 2.3246
H -0.0420 0.3534 -2.0881
H 0.8155 -1.2527 -1.4096
S -0.7337 0.6063 1.0518
S 0.2776 -0.1443 -0.8852
*
```


The structure with the most favorable energy is i); the runner-up is 0.0818 hartree above it.


i) Here is an isolated molecule of C2H2BrF3O from the Open Molecules 2025 dataset. Energies are from the ωB97M-V functional and the def2-TZVPD basis.

Frontier orbital gap = 0.3708 Ha
SMILES string = O[C@@H](Br)C(F)(F)F
E_HOMO = -10.5 eV

```
! wB97M-V def2-TZVPD RIJCOSX def2/J DEFGRID3
* xyz 0 1
C -0.5248 0.1419 0.1456
C 0.6400 -0.6605 -0.3879
O -0.0705 0.6521 1.3378
F 0.2651 -1.5784 -1.2641
F 1.5630 0.1108 -0.8299
F 1.1145 -1.3976 0.6583
Br -0.9179 1.7151 -1.4385
H -1.6023 -0.3677 0.0612
H -0.4669 1.3845 1.7176
*
```


ii) Here is a cluster of 2 separate species, C2H2BrF3O in total from the Open Molecules 2025 dataset. Energies are from the ωB97M-V functional and the def2-TZVPD basis.

Frontier orbital gap (alpha / beta) = 0.3464 / 0.1789 Ha
E_HOMO (alpha / beta) = -10.7 / -8.7 eV

```
! wB97M-V def2-TZVPD RIJCOSX def2/J DEFGRID3
* xyz 0 1
C 0.3242 -0.4715 -0.2618
C 0.6416 0.9418 -0.1450
O 0.5060 -1.1562 0.8038
F 1.5041 1.3735 0.8319
F 1.0497 1.4073 -1.3415
F -0.4635 1.6630 0.1615
Br -2.9946 -1.0137 -0.0625
H -0.4344 -0.8520 -0.8647
H -0.1331 -1.8922 0.8783
*
```


The structure with the most favorable energy is i); the runner-up is 0.0760 hartree above it.